{
  "formula": "C30H32FN5O3",
  "method": "ωB97M-V/def2-TZVPD",
  "relative_energy_kj_mol": 0.0,
  "homo_lumo_gap_ev": 8.59,
  "homo_energy_ev": -8.172,
  "smiles": "CCN(CC)CCNC(=O)c1ccc(NC(=O)c2cn(-c3ccc(F)cc3)nc2-c2cccc(OC)c2)cc1",
  "elements": ["C", "C", "C", "C", "C", "O", "C", "C", "H", "H", "C", "N", "H", "H", "C", "H", "C", "C", "H", "C", "H", "O", "N", "H", "H", "H", "C", "C", "H", "C", "C", "C", "H", "H", "H", "H", "H", "H", "C", "H", "C", "H", "C", "H", "C", "C", "H", "H", "H", "H", "H", "C", "H", "N", "C", "C", "C", "C", "H", "O", "H", "C", "F", "H", "N", "N", "C", "C", "H", "H", "H"],
  "xyz": [[5.64739, -4.18754, 1.01350], [3.44974, 1.06045, -1.70456], [-4.52027, -3.31985, -0.10440], [5.02061, -3.30120, 1.87250], [-5.14419, -1.06279, 0.61602], [0.71499, 3.79925, 3.07892], [1.49360, 3.70470, 1.97562], [1.85969, 4.92422, 1.39706], [-2.91556, -4.76509, -0.09753], [-4.79351, -3.47982, 0.94359], [-1.18035, 1.24930, -0.09486], [4.14520, -0.61533, -0.46423], [-5.36666, -0.70850, -2.02035], [4.92605, -3.54339, 2.91881], [5.79596, -3.91341, -0.33407], [-5.50081, -0.12297, 0.18859], [-0.40605, 0.29476, -0.74610], [0.21873, 2.62072, 3.67610], [0.13995, 4.03408, -1.50082], [3.26170, 1.32400, -0.31412], [-0.49204, 2.11244, 3.01901], [-2.38085, 1.54092, 1.93724], [-4.74751, -1.92994, -0.47686], [-7.17453, -3.06651, -1.26767], [-0.54232, -0.75574, -0.53447], [1.61347, 3.20792, -3.39857], [-0.01722, 2.98723, -1.28947], [1.95032, 2.52008, 1.41039], [-5.14633, -3.98488, -0.70839], [-7.00340, -2.04642, -1.60438], [-2.19159, 0.87207, 0.93573], [4.66116, -1.82316, 0.00775], [-3.61737, -1.66982, 2.03433], [-5.05127, -2.38920, -2.46029], [-1.57398, 3.33282, 0.13774], [1.15924, -0.06365, -2.15279], [-7.48722, -1.36782, -0.90620], [-5.94930, -1.48881, 1.23565], [2.76555, 2.55808, 0.28207], [1.49467, 5.83237, 1.85004], [0.78550, 2.03235, -1.90760], [4.33215, -0.76408, -2.59186], [4.03399, -0.18237, -1.74490], [-2.76291, -3.52129, -1.34215], [5.30209, -2.72494, -0.83811], [3.07905, 1.93536, -2.83388], [5.42985, -2.50671, -1.88575], [-2.77702, -0.73623, -0.21090], [4.03691, -1.39773, 1.99937], [-2.40696, -3.13341, 0.34316], [3.78427, 3.80239, -1.13898], [-3.05588, -3.70842, -0.31180], [1.68140, 1.55864, 1.81599], [3.67897, 0.29722, 0.39718], [0.56598, 0.68151, -1.64542], [-5.50335, -1.74653, -1.69998], [2.67179, 4.95464, 0.28412], [-3.93300, -0.76331, 1.50577], [2.95492, 5.90335, -0.14751], [3.83899, 2.24923, -3.72569], [-0.30203, 2.94958, 4.57387], [-0.97589, 2.59657, -0.37722], [6.12820, -5.34833, 1.50203], [1.02782, 1.94018, 3.95717], [1.79948, 2.42303, -2.78786], [-2.84920, -0.27868, 0.68658], [3.13001, 3.77698, -0.28039], [4.52715, -2.11721, 1.36429], [-4.16869, 0.00643, 2.24378], [6.29631, -4.62296, -0.97344], [-7.46562, -1.92481, -2.58035]],
  "mulliken_charge": [0.305, -0.076, -0.720, -0.674, -0.909, -0.459, 0.605, -0.569, 0.458, 0.370, 0.757, 0.849, 0.407, 0.420, -0.722, 0.486, -0.928, -0.485, 0.299, 0.698, 0.062, -0.791, 0.327, 0.287, 0.577, 0.273, -0.743, -0.143, 0.450, -1.072, 0.169, 0.915, 0.288, 0.371, 0.439, 0.572, 0.285, 0.351, -0.026, 0.484, 0.413, 0.520, -0.445, 0.271, -0.390, -0.326, 0.303, 0.286, 0.421, 0.234, 0.563, -1.253, 0.484, -1.173, -0.479, -0.786, -0.962, -0.978, 0.404, -0.659, 0.249, -0.431, -0.325, 0.333, 0.003, 0.103, -0.424, -0.450, 0.478, 0.416, 0.413]
}


{
  "formula": "C30H43AsIIrN7OSSeSi2",
  "method": "ωB97M-V/def2-TZVPD",
  "relative_energy_kj_mol": 0.0,
  "homo_lumo_gap_ev": [7.05, 6.92],
  "charge": 2,
  "homo_energy_ev": [-13.154, -13.509],
  "spin_multiplicity": 2,
  "s2": 0.758,
  "elements": ["H", "C", "C", "N", "H", "N", "H", "C", "H", "H", "H", "H", "C", "H", "H", "H", "H", "N", "C", "H", "H", "H", "C", "C", "C", "C", "H", "H", "H", "C", "C", "Si", "H", "H", "H", "H", "H", "C", "H", "H", "N", "H", "H", "As", "C", "S", "H", "C", "I", "N", "H", "C", "H", "C", "C", "C", "H", "H", "H", "C", "H", "C", "N", "H", "H", "C", "H", "C", "H", "H", "H", "C", "C", "N", "H", "C", "C", "C", "Si", "H", "H", "O", "C", "C", "Ir", "Se", "H", "C"],
  "xyz": [[-2.29615, 0.27549, 0.72107], [-1.58688, -5.77000, 0.69955], [-3.49592, -1.47786, 3.71143], [2.71743, -2.12054, 0.61881], [-3.47849, -0.63802, -0.21178], [-0.01940, 0.76182, 1.77096], [1.93174, 0.01345, -6.62588], [-1.54118, 1.99418, 3.13954], [-1.40134, -4.75883, 4.63179], [-4.09078, -4.08980, 1.80248], [-1.94353, -6.30519, 3.97484], [1.20960, 4.72378, -5.56782], [4.71812, -2.89019, -0.03839], [3.49065, 1.81502, -7.35020], [-2.87349, -4.84686, 3.65519], [-3.73454, -3.46187, 0.18185], [-2.19959, 3.90248, 2.39251], [2.68189, -3.45485, 0.52962], [0.41077, 2.74504, -5.32383], [2.54465, 5.88987, 0.15470], [0.65509, 6.11140, -3.15065], [-0.46127, 3.06279, -4.76701], [2.60931, 2.05481, -6.76720], [-0.82029, -0.88660, -2.61572], [-0.15341, 5.92781, -1.16434], [1.49668, 0.05598, -1.58217], [-2.62612, -5.48019, 0.54487], [-1.18719, 6.00633, -1.49874], [-0.75165, 0.05786, 3.57766], [3.95380, -1.76192, 0.27902], [0.72220, 5.42789, -2.30386], [-0.84658, -5.01444, 2.22893], [2.39937, 4.21406, 0.69694], [-3.99754, 0.33423, 1.15630], [0.90185, -6.58398, 2.89600], [-2.12374, 2.02782, 4.04965], [1.51045, -4.94562, 3.10666], [-0.45365, -1.11358, -1.31300], [-1.56557, -6.85784, 0.80956], [1.83468, -3.94273, 0.76884], [0.68044, -0.64382, -0.77259], [0.34456, 4.87140, 2.03220], [-4.42528, -1.99665, 3.95672], [-0.74075, -2.59433, 1.89001], [-0.02242, 1.79623, 0.91412], [-0.52881, 0.17497, -5.07240], [1.76973, 5.36301, -2.00879], [0.76042, -1.83562, 3.81176], [6.68552, -2.93446, -0.62915], [-0.12663, 5.04193, 0.00652], [-1.01964, -5.52615, -0.20110], [-0.76351, 0.88257, 2.88081], [-1.10282, -1.68291, -0.66161], [1.74292, 1.04518, -6.36266], [1.34455, 3.66836, -5.77451], [-4.07370, -3.19390, 1.18442], [2.70982, 5.50763, 1.86522], [4.25190, -0.72608, 0.28611], [0.45188, 6.48421, 1.37464], [-1.57375, 3.03483, 2.22599], [-3.66003, -0.41211, 3.87850], [-0.83376, 3.90287, -0.07121], [2.42545, 3.33769, -6.47485], [-1.75710, -1.28537, -2.98136], [4.01899, -5.01673, 0.01557], [0.00655, -0.11966, -3.44531], [0.38505, 4.44449, -2.63191], [-0.78281, 2.93607, 1.09100], [1.90445, 0.92576, -3.47520], [2.41932, 0.41382, -1.14194], [-5.10582, -2.84341, 1.08809], [3.86576, -3.95781, 0.13812], [0.67474, 5.43709, 1.16310], [-0.27318, -2.42036, 3.83427], [0.58024, 1.70261, 0.02381], [0.91575, -5.58460, 2.45296], [0.63237, 1.40760, -5.61850], [1.20491, 0.34314, -2.89359], [-3.07709, -1.80641, 1.92407], [-2.73418, -1.82476, 4.40941], [0.16597, 6.91339, -0.82707], [-1.49531, 3.56276, -1.04061], [-1.86179, -5.23468, 3.76621], [-3.20106, -0.32182, 0.79592], [1.22240, -0.85703, 1.23773], [2.26841, -0.93214, 3.57646], [1.41736, -5.69912, 1.48859], [2.16998, 5.25113, 0.95387]],
  "mulliken_charge": [0.135, -1.077, -1.232, -0.177, 0.410, -0.237, 0.430, -1.295, 0.317, 0.323, 0.445, 0.401, -0.949, 0.387, 0.276, 0.370, 0.625, 0.235, 0.083, 0.325, 0.419, 0.529, -0.368, -1.166, -0.802, -0.683, 0.327, 0.375, 0.421, -0.117, -0.700, 0.231, 0.227, 0.408, 0.468, 0.548, 0.394, -0.267, 0.396, 0.120, 0.001, 0.331, 0.450, 0.171, -0.394, -0.196, 0.236, 0.026, 0.207, 0.213, 0.366, -0.001, 0.219, -0.055, -0.450, -1.266, 0.402, 0.585, 0.413, -0.094, 0.372, 0.121, -0.563, 0.478, 0.492, 1.138, 0.077, -0.002, 0.375, 0.421, 0.429, -0.052, -0.540, -0.389, 0.664, -1.190, -0.058, -0.744, 0.648, 0.363, 0.381, -0.685, -1.000, -0.884, 1.409, -0.147, 0.238, -1.073]
}


{
  "formula": "C2H6N4S",
  "method": "ωB97M-V/def2-TZVPD",
  "relative_energy_kj_mol": 494.8,
  "homo_lumo_gap_ev": [8.33, 8.33],
  "homo_energy_ev": [-7.694, -7.696],
  "elements": ["H", "C", "H", "H", "H", "S", "N", "C", "H", "N", "N", "N", "H"],
  "xyz": [[0.62895, -1.64857, -0.66892], [1.04222, -0.71270, -1.09127], [2.06246, -0.88751, -1.23609], [-2.40172, -0.68149, 1.65926], [-2.35756, 0.53063, -0.52486], [1.49547, 1.85293, -0.51210], [-1.51295, -0.39926, 1.02615], [0.69897, 0.27659, -0.06849], [0.42469, -0.54172, -1.93797], [-0.38997, -0.43388, 1.74671], [0.59801, 0.16798, 1.22542], [-1.46475, 0.02522, -0.19071], [1.17618, 2.45178, 0.57286]],
  "mulliken_charge": [0.317, -1.213, 0.406, 0.309, 0.185, -0.250, 0.301, 0.784, 0.358, -0.638, -0.094, -0.605, 0.139]
}


{
  "formula": "C4H9NO2",
  "method": "ωB97M-V/def2-TZVPD",
  "relative_energy_kj_mol": 176.8,
  "homo_lumo_gap_ev": 10.49,
  "homo_energy_ev": -9.683,
  "smiles": "C[C@@H](CO)NC=O",
  "elements": ["H", "H", "H", "H", "O", "H", "H", "C", "N", "H", "H", "C", "H", "C", "C", "O"],
  "xyz": [[-0.07278, -2.11701, 2.26117], [2.19681, 1.09216, 0.45508], [0.57838, -1.23054, -1.35905], [1.23087, 1.41461, 1.92207], [-0.60158, -1.98202, 1.46638], [0.67272, 1.99876, 0.34118], [-0.98168, -0.00997, 2.00725], [0.59116, -0.15974, 0.42779], [0.49742, -0.27843, -1.03100], [-0.35021, 0.07294, -2.90982], [-1.52483, -0.76034, 0.37042], [-0.70927, -0.58202, 1.12911], [1.42950, -0.91649, 0.59988], [-0.31789, 0.47212, -1.87558], [1.15565, 1.17311, 0.85984], [-0.75183, 1.51622, -1.43307]],
  "mulliken_charge": [0.292, 0.309, 0.262, 0.368, -0.543, 0.316, 0.323, 0.465, -0.280, 0.329, 0.190, -0.530, 0.265, 0.043, -1.272, -0.537]
}